No. 1
{"formula": "C2H2F2O", "method": "the ωB97M-V functional and the def2-TZVPD basis", "largest_force_ev_per_a": 5.81, "e_homo_ev": [-8.8430, -8.1791], "total_energy_ev": -9584.6743, "e_above_lowest_ev": 3.333, "symbols": ["C", "C", "O", "F", "F", "H", "H"], "positions_angstrom": [[1.1846, 0.1167, 0.0287], [-1.1154, 0.0498, 0.3466], [0.0568, 0.6981, 0.2030], [-2.1627, 0.6877, -0.1038], [-1.1252, -1.2779, -0.0328], [2.0598, 0.6218, 0.0609], [1.1021, -0.8962, -0.5025]], "atomic_forces_ev_per_a": [[-0.4520, -5.4082, -2.0837], [0.6577, -1.5666, 1.3079], [-3.0997, 1.5866, 0.1140], [0.0690, 0.2809, -0.6096], [0.1607, 1.6811, -0.1513], [2.1491, 1.9066, 0.3237], [0.5151, 1.5197, 1.0990]], "lowdin_charge": [-0.02, -0.37, 0.02, 0.15, 0.07, 0.04, 0.11]}

No. 2
{"formula": "C2H2F2O3", "method": "the ωB97M-V functional and the def2-TZVPD basis", "largest_force_ev_per_a": 11.31, "e_homo_ev": -11.4594, "total_energy_ev": -13681.4763, "e_above_lowest_ev": 2.896, "smiles": "O=C(F)C(O)(O)F", "symbols": ["O", "C", "F", "C", "O", "O", "F", "H", "H"], "positions_angstrom": [[1.9194, 0.6026, 0.9137], [0.7232, 0.8827, 0.0133], [0.7138, 1.9692, -0.6534], [-0.3806, -0.1442, -0.0484], [-0.0814, -1.2655, 0.6244], [-0.7302, -0.3430, -1.3330], [-1.4730, 0.4940, 0.6151], [0.6323, -1.0913, 1.2685], [-1.3235, -1.1046, -1.4002]], "atomic_forces_ev_per_a": [[-8.4662, 1.7950, -6.1252], [9.2251, -1.5358, 6.3531], [-0.4534, -0.3819, 0.0028], [-1.2078, 0.3567, 0.6059], [0.2224, -0.2208, 0.0062], [0.0274, -0.0775, -0.4130], [0.6306, -0.1329, -0.2869], [-0.0638, 0.1964, -0.2510], [0.0857, 0.0010, 0.1080]], "lowdin_charge": [-0.07, -0.11, 0.23, -0.64, 0.13, 0.14, 0.05, 0.13, 0.14]}

No. 3
{"formula": "C2H2F2OS", "method": "the ωB97M-V functional and the def2-TZVPD basis", "largest_force_ev_per_a": 2.57, "e_homo_ev": -10.0785, "total_energy_ev": -20422.7340, "e_above_lowest_ev": 0.927, "smiles": "O=CC(F)(F)S", "symbols": ["O", "C", "C", "F", "F", "S", "H", "H"], "positions_angstrom": [[-0.8449, 1.8327, -0.5242], [-0.8704, 0.9267, 0.2456], [0.0262, -0.4807, 0.0630], [-0.5385, -1.4594, 0.8906], [-0.0411, -0.9016, -1.2342], [1.7709, -0.2537, 0.4201], [-1.4894, 0.7538, 1.1510], [1.9872, -0.4178, -1.0120]], "atomic_forces_ev_per_a": [[0.0038, -0.5379, 0.6563], [0.7959, -2.4183, -0.3729], [-0.9760, 0.8345, 0.0318], [0.4495, 1.2619, -0.9986], [-0.7455, -0.0131, 0.5474], [0.4593, -0.2948, -2.1746], [-0.0998, 0.7793, -0.1120], [0.1127, 0.3883, 2.4226]], "lowdin_charge": [0.10, -0.17, -0.82, -0.02, -0.01, 0.81, 0.13, -0.02]}

No. 4
{"formula": "C2H2F3I", "method": "the ωB97M-V functional and the def2-TZVPD basis", "largest_force_ev_per_a": 3.35, "e_homo_ev": -9.1185, "total_energy_ev": -18355.7349, "e_above_lowest_ev": 3.491, "symbols": ["C", "C", "F", "F", "F", "I", "H", "H"], "positions_angstrom": [[-1.6545, -0.4940, 0.1101], [2.2997, 1.1899, -0.5378], [-0.8808, -0.0521, -0.8888], [-1.6648, 0.3941, 1.1442], [2.3193, 1.6075, 0.6618], [3.3456, -0.5188, -0.7878], [-2.7382, -0.7110, -0.2410], [-1.0263, -1.4156, 0.5393]], "atomic_forces_ev_per_a": [[0.5106, -2.9766, 1.4486], [-1.2843, 1.5818, -1.3276], [-0.1658, 0.7809, -0.5692], [-0.2627, 0.3065, -0.5047], [0.2587, 0.0058, 1.2508], [1.0026, -1.5795, 0.0676], [1.8992, 0.4209, 0.5448], [-1.9583, 1.4601, -0.9102]], "lowdin_charge": [-0.29, -0.68, 0.00, -0.01, -0.09, 0.78, 0.15, 0.15]}

No. 5
{"formula": "C2H2F3I", "method": "the ωB97M-V functional and the def2-TZVPD basis", "largest_force_ev_per_a": 2.82, "e_homo_ev": -9.4971, "total_energy_ev": -18355.8972, "e_above_lowest_ev": 3.328, "symbols": ["C", "C", "F", "F", "F", "I", "H", "H"], "positions_angstrom": [[-1.3737, -0.5067, -0.1525], [1.7963, 1.0171, 0.8280], [-0.7778, 0.4033, 0.6970], [-0.4241, -1.4308, -0.4010], [1.5767, 1.8614, -0.1613], [3.1017, -0.4367, -0.0303], [-2.3626, -0.9730, 0.3413], [-1.5363, 0.0653, -1.1213]], "atomic_forces_ev_per_a": [[-1.1731, 0.7924, -0.2811], [0.1690, 0.6957, -0.8827], [-0.7901, -0.4382, 0.0410], [-0.3336, -0.5656, 0.0925], [-0.0779, -0.4094, 0.8378], [0.0823, -0.2194, 0.0965], [2.4190, 0.9944, -1.0496], [-0.2957, -0.8499, 1.1456]], "lowdin_charge": [-0.25, -0.49, -0.06, -0.02, -0.16, 0.67, 0.16, 0.14]}

No. 6
{"formula": "C2H2F3N2", "method": "the ωB97M-V functional and the def2-TZVPD basis", "largest_force_ev_per_a": 4.22, "e_homo_ev": [-14.6494, -14.6482], "total_charge": 1, "total_energy_ev": -13227.0004, "e_above_lowest_ev": 2.077, "symbols": ["C", "C", "N", "N", "F", "F", "F", "H", "H"], "positions_angstrom": [[0.0581, 0.4377, 0.7226], [-1.1269, -0.1828, 0.9292], [1.1419, -0.3275, -1.7549], [0.7244, -0.7394, -0.7979], [-1.2635, -1.2475, 1.7244], [0.2212, 1.5556, -0.0131], [-2.2421, 0.1364, 0.3305], [0.9188, 0.2167, 1.4173], [1.5681, 0.1508, -2.5581]], "atomic_forces_ev_per_a": [[0.7890, 0.7957, 2.1317], [-1.1068, -0.1986, 0.7645], [-0.7521, -0.1754, 2.0817], [1.7095, -1.9014, -3.3623], [0.5505, 1.6373, -1.3704], [-0.6695, -0.2777, 0.2883], [0.7844, -0.2605, 0.2653], [-1.0846, 0.1580, -0.9092], [-0.2203, 0.2226, 0.1102]], "lowdin_charge": [-0.15, -0.29, 0.32, 0.26, 0.19, 0.05, 0.22, 0.18, 0.22]}

No. 7
{"formula": "C2H2F3P", "method": "the ωB97M-V functional and the def2-TZVPD basis", "largest_force_ev_per_a": 3.25, "e_homo_ev": -9.8619, "total_energy_ev": -19545.4194, "e_above_lowest_ev": 1.032, "smiles": "[H]/P=C(\\F)C(F)F", "symbols": ["H", "P", "C", "F", "C", "F", "F", "H"], "positions_angstrom": [[0.3437, 0.9585, 2.5254], [0.5718, -0.3476, 1.7707], [0.2095, 0.4468, 0.3367], [0.1417, 1.7687, 0.0485], [-0.2524, -0.4450, -0.9817], [-1.3605, -1.0889, -0.5947], [0.5978, -1.4706, -1.2313], [-0.2516, 0.1781, -1.8737]], "atomic_forces_ev_per_a": [[0.7279, -1.4266, -0.6549], [-0.7830, 2.2523, 0.4179], [-0.4199, -1.4134, -2.0789], [-0.1720, -0.8497, 0.4448], [1.8962, 0.6569, 2.5585], [-1.1884, 0.5926, -0.5996], [0.8614, 0.1593, -0.0227], [-0.9221, 0.0288, -0.0652]], "lowdin_charge": [-0.08, 0.88, -0.60, -0.03, -0.40, 0.05, 0.03, 0.15]}

No. 8
{"formula": "C2H2F4O2", "method": "the ωB97M-V functional and the def2-TZVPD basis", "largest_force_ev_per_a": 8.45, "e_homo_ev": -11.3959, "total_energy_ev": -17069.9553, "e_above_lowest_ev": 0.000, "symbols": ["C", "C", "O", "O", "F", "F", "F", "F", "H", "H"], "positions_angstrom": [[-0.1833, -0.0374, -0.8534], [-1.2596, -1.1268, -1.3017], [1.0776, -0.2128, -1.1430], [-0.4709, 0.0673, 0.9234], [-0.5819, 1.1337, -1.3333], [-0.8614, -2.3972, -0.8982], [-1.3966, -1.1961, -2.6153], [-2.4058, -0.8228, -0.8151], [1.6363, 0.5788, -0.9099], [-1.2276, 0.5056, 0.8877]], "atomic_forces_ev_per_a": [[-1.4564, 0.0630, 3.4958], [3.0216, -1.7525, 0.1569], [1.1469, -0.4438, 0.4826], [6.3984, -3.3899, -4.3637], [-0.8714, 0.8529, 0.0745], [-0.5527, 1.8275, -0.1528], [0.3956, 0.3025, -0.6287], [-1.5217, 0.3065, 1.0892], [-1.0343, -0.9711, -0.1621], [-5.5260, 3.2048, 0.0083]], "lowdin_charge": [-0.39, -0.56, 0.16, 0.00, 0.14, 0.12, 0.18, 0.22, 0.18, -0.06]}

No. 9
{"formula": "C2H2FHgO2", "method": "the ωB97M-V functional and the def2-TZVPD basis", "largest_force_ev_per_a": 3.83, "e_homo_ev": [-9.4695, -9.2261], "total_energy_ev": -13087.1349, "multiplicity": 2, "e_above_lowest_ev": 4.365, "symbols": ["F", "C", "C", "H", "O", "O", "H", "Hg"], "positions_angstrom": [[-1.4960, 0.5034, -0.3973], [-0.6838, -0.4874, -0.7129], [-0.9325, -1.7494, -0.9735], [-1.8268, -2.2664, -0.6422], [0.7673, -0.0398, -0.5583], [1.6269, -1.2065, -0.6741], [0.1886, -2.2993, -1.0731], [1.9979, -0.6975, 1.4360]], "atomic_forces_ev_per_a": [[0.6075, -0.0569, -0.1088], [2.8347, -0.0799, 0.6367], [3.1122, -1.4171, 0.6673], [-0.0575, 0.1950, -0.7789], [-3.2754, -0.5760, -1.8540], [-0.2032, 1.2841, 0.6779], [-3.6415, 1.1763, 0.1172], [0.6233, -0.5257, 0.6426]], "lowdin_charge": [0.11, -0.40, 0.05, 0.06, -0.35, -0.45, 0.13, 0.85]}

No. 10
{"formula": "C2H2FI3", "method": "the ωB97M-V functional and the def2-TZVPD basis", "largest_force_ev_per_a": 4.92, "e_homo_ev": -9.3175, "total_energy_ev": -29124.0786, "e_above_lowest_ev": 0.684, "smiles": "F/C(I)=C\\I.I", "symbols": ["F", "C", "I", "C", "I", "H", "I", "H"], "positions_angstrom": [[1.1128, 1.6109, 0.7417], [-0.0232, 0.7907, 0.7577], [-0.0626, -0.3570, 2.5209], [-1.0902, 1.0902, 0.0098], [-1.0212, 2.4954, -1.5492], [-1.8181, 0.4365, 0.1418], [2.0397, -1.2292, -1.8208], [1.5727, 0.2019, -1.5227]], "atomic_forces_ev_per_a": [[-1.4125, -1.4171, -0.2411], [0.7679, 2.4113, 0.6291], [0.0531, 0.0930, -0.7175], [4.5620, 1.8221, -0.3229], [-0.1353, -0.5554, 0.6005], [-3.8372, -2.3757, 0.0610], [0.5048, -1.5955, -0.3193], [-0.5028, 1.6173, 0.3103]], "lowdin_charge": [-0.14, -0.92, 0.88, -0.66, 0.84, -0.03, 0.48, -0.44]}

What did the sixth record say?
{"formula": "C2H2F3N2", "method": "the ωB97M-V functional and the def2-TZVPD basis", "largest_force_ev_per_a": 4.22, "e_homo_ev": [-14.6494, -14.6482], "total_charge": 1, "total_energy_ev": -13227.0004, "e_above_lowest_ev": 2.077, "symbols": ["C", "C", "N", "N", "F", "F", "F", "H", "H"], "positions_angstrom": [[0.0581, 0.4377, 0.7226], [-1.1269, -0.1828, 0.9292], [1.1419, -0.3275, -1.7549], [0.7244, -0.7394, -0.7979], [-1.2635, -1.2475, 1.7244], [0.2212, 1.5556, -0.0131], [-2.2421, 0.1364, 0.3305], [0.9188, 0.2167, 1.4173], [1.5681, 0.1508, -2.5581]], "atomic_forces_ev_per_a": [[0.7890, 0.7957, 2.1317], [-1.1068, -0.1986, 0.7645], [-0.7521, -0.1754, 2.0817], [1.7095, -1.9014, -3.3623], [0.5505, 1.6373, -1.3704], [-0.6695, -0.2777, 0.2883], [0.7844, -0.2605, 0.2653], [-1.0846, 0.1580, -0.9092], [-0.2203, 0.2226, 0.1102]], "lowdin_charge": [-0.15, -0.29, 0.32, 0.26, 0.19, 0.05, 0.22, 0.18, 0.22]}